The following is a DFT calculation (ωB97M-V/def2-TZVPD) of the molecule CH4NOP at a distorted geometry.

The multiplicity is 1. For the energy above the lowest of the compared OMol25 structures with the same formula, charge and spin, the calculation gives 30.5 kcal/mol. Its SMILES is C=N[PH2]=O. Its total energy is -511.8156 a.u. As for the highest occupied orbital energy: -10.08 eV.

Geometry as XYZ:
```
8
Properties=species:S:1:pos:R:3:forces:R:3
C 1.1695 -0.6708 0.2351 2.2 -3.2 0.1
N 0.6509 0.4023 0.4609 -2.5 4.0 -0.2
P -0.9392 0.6613 -0.1780 0.8 -4.0 2.2
O -1.9072 0.2118 0.8453 -0.4 0.8 -0.4
H 0.6780 -1.4410 -0.4094 0.7 0.1 0.3
H 2.1309 -0.8206 0.7912 -0.6 -0.7 -0.9
H -0.8182 1.9449 -0.4741 -0.2 2.0 -1.0
H -0.9648 -0.2878 -1.2709 0.0 1.1 -0.1
```
Forces are in eV/Å.